(1)
{
  "formula": "C47H54F2N5O2PScSi",
  "method": "the ωB97M-V functional and the def2-TZVPD basis",
  "species": ["C", "C", "H", "H", "H", "C", "H", "C", "H", "H", "H", "N", "H", "P", "C", "H", "C", "H", "C", "H", "H", "H", "H", "H", "F", "O", "O", "C", "H", "H", "H", "N", "C", "C", "F", "H", "C", "H", "H", "C", "H", "H", "C", "C", "C", "H", "N", "C", "H", "C", "H", "H", "H", "C", "Si", "H", "H", "C", "H", "C", "C", "C", "C", "H", "H", "H", "C", "C", "Sc", "H", "H", "H", "H", "C", "N", "H", "C", "H", "C", "C", "H", "C", "C", "C", "H", "C", "C", "C", "H", "C", "H", "C", "H", "C", "H", "C", "C", "H", "C", "C", "C", "C", "C", "C", "H", "N", "H", "H", "H", "H", "H", "C", "H"],
  "positions_angstrom": [[-0.554, -3.909, 3.951], [2.540, -4.343, 7.004], [-2.237, 5.232, -5.277], [-3.668, 0.577, -2.943], [-1.501, 0.216, 0.198], [-0.785, -6.181, 2.405], [1.819, -1.152, -3.073], [1.153, -2.832, 5.753], [2.755, -3.243, -0.251], [-1.770, 2.778, -0.512], [-4.140, -1.375, 1.673], [0.306, 1.447, 0.489], [0.545, 2.183, 1.201], [-0.407, -2.394, 4.982], [4.280, 4.252, -1.295], [-4.341, -0.277, -5.205], [1.308, -4.028, 6.446], [-7.910, -1.922, -3.463], [4.187, 5.588, -2.042], [-4.970, 2.465, -0.550], [-6.611, -0.574, 1.153], [6.033, -0.669, -1.336], [4.201, -5.224, -0.363], [-2.603, -2.367, 6.081], [-2.000, 6.318, -2.934], [2.250, 3.419, -0.567], [2.934, 2.883, -2.611], [5.182, 6.057, 0.013], [-4.345, -2.378, 0.102], [0.693, -2.510, -4.682], [1.288, -3.524, 2.965], [-4.081, 1.933, -0.453], [0.441, -4.188, 2.984], [-1.749, 4.634, -4.551], [-1.674, 2.720, -5.980], [-6.616, -1.273, -5.442], [-0.712, 2.529, -3.821], [4.136, 5.325, -3.087], [2.173, -0.972, 5.032], [2.206, -1.889, 5.647], [7.584, -2.725, -1.338], [-3.687, 3.381, 1.207], [-6.171, 0.424, 0.892], [-1.433, 5.164, -3.299], [3.558, -3.407, 7.038], [-5.886, 0.832, 1.884], [4.521, 4.704, 0.121], [-1.160, 1.115, 0.822], [-2.928, -1.492, 0.567], [5.398, 6.366, -1.461], [5.354, 7.484, -1.627], [-2.416, -4.513, 4.818], [-1.175, 0.891, 1.909], [4.305, -1.834, -0.884], [-4.741, 0.099, -0.271], [-0.355, 5.010, -1.438], [-2.642, -6.583, 3.378], [0.316, -1.500, -4.597], [-1.569, 3.161, 1.075], [-1.351, 3.313, -4.795], [-4.606, 0.060, -3.123], [-1.576, -2.777, 6.324], [-5.020, -0.395, -4.364], [-0.892, -7.118, 1.900], [5.266, 3.808, -1.654], [4.147, -1.442, 6.286], [3.784, -3.148, -0.575], [5.958, -4.146, -1.143], [1.286, 1.920, -1.610], [-3.432, 2.039, -1.224], [0.509, -4.787, 6.462], [2.770, -5.368, 7.325], [3.215, 6.018, -1.689], [-3.378, 2.396, 0.833], [0.582, 0.500, -3.323], [5.075, 4.000, 0.625], [-1.894, 2.349, 0.474], [4.421, 6.762, 0.389], [3.366, -0.736, -0.866], [-0.197, 3.239, -2.694], [6.503, -5.025, -1.423], [0.984, -0.702, -3.662], [-6.483, -1.040, -2.086], [-5.349, -0.215, -1.956], [1.275, -5.795, 1.647], [-4.017, -1.455, 0.576], [3.128, 3.421, -1.509], [5.685, -1.674, -1.161], [0.895, 0.636, 0.878], [-0.683, -0.940, -5.323], [-1.559, -3.847, 6.508], [4.630, -4.299, -0.671], [6.357, 5.974, -1.863], [-6.213, -1.090, -4.475], [-1.132, -1.449, -6.194], [-0.619, 4.531, -2.409], [-1.728, -4.718, 4.030], [-2.020, 0.826, -5.395], [-0.478, 1.094, -3.972], [0.385, -5.403, 2.257], [3.395, -2.215, 6.329], [-6.928, -1.425, -3.334], [6.488, -2.824, -1.270], [-1.816, -5.910, 3.309], [4.506, -3.576, 7.615], [2.814, 0.285, -0.906], [-1.335, -2.232, 7.268], [6.039, 6.120, 0.710], [-6.969, 1.018, 0.520], [-7.129, -1.242, -1.275], [-3.627, 1.691, 1.664], [-1.155, 0.317, -4.921], [3.492, 4.766, 0.499]],
  "atomic_forces_ev_per_a": [[-1.4, -0.4, -1.1], [0.2, -0.8, 0.1], [-0.5, 0.3, -0.6], [0.1, 0.1, -0.7], [0.7, 1.1, 0.9], [0.5, -0.3, 0.3], [-0.7, 0.6, -0.5], [0.5, 1.3, 0.1], [0.0, -0.1, 0.0], [0.4, -0.5, -0.6], [-0.7, -0.3, -0.6], [0.2, -1.5, 2.2], [-0.2, -0.5, -1.1], [-0.2, 0.3, -0.8], [4.3, 1.1, -0.8], [-0.4, 0.3, -0.1], [0.4, -0.5, -0.3], [0.8, 0.2, 0.3], [-0.6, -0.1, 0.9], [0.8, -0.5, -0.6], [0.4, 0.7, -0.4], [0.5, 0.0, 0.1], [0.0, -0.7, -0.1], [1.0, -0.9, 0.0], [-0.2, 0.9, -0.1], [1.1, 0.8, 0.5], [0.9, 0.2, 0.4], [-0.1, 1.1, 1.4], [-0.4, 0.2, 0.1], [-0.1, 0.0, -0.5], [0.4, 0.0, -0.3], [-1.0, -0.8, 2.1], [-0.6, -1.2, 0.7], [0.7, -1.2, 0.2], [-0.1, 1.0, 0.1], [-0.1, -0.5, -0.6], [0.0, 0.7, 0.2], [0.1, 0.5, -0.4], [-0.3, -0.6, 0.5], [0.4, -1.6, 0.7], [-0.7, 0.1, -0.4], [-0.2, -0.2, -0.8], [0.3, -0.9, 1.1], [-0.1, -0.3, -0.2], [1.0, 0.7, 0.0], [0.0, -0.1, -0.5], [-2.1, -0.5, 0.0], [1.8, -1.1, -0.9], [0.3, -0.2, -0.5], [-0.3, 0.3, -0.7], [0.1, -1.4, 0.1], [-0.7, 0.2, 0.1], [-0.6, -0.1, -0.6], [-3.1, 0.6, 0.4], [-1.7, -0.4, 0.9], [-0.2, -0.2, -0.9], [-0.4, -0.2, 0.2], [2.2, -0.1, 1.0], [1.2, 0.7, 0.8], [-0.6, 0.0, 0.4], [-0.1, -0.3, 1.3], [-1.1, 1.1, 0.8], [0.8, 0.0, 0.1], [0.3, -0.4, -0.5], [-1.4, 0.0, 0.5], [0.5, -0.2, 0.2], [1.8, -1.4, 0.0], [-0.9, 0.9, 0.5], [-1.4, -2.4, -0.8], [-0.2, 0.5, -0.4], [0.4, 0.5, -0.1], [-0.4, 0.5, 0.3], [0.7, 0.2, -0.7], [0.2, -1.3, -0.2], [-0.1, 2.6, 1.2], [-0.5, 0.4, 0.1], [-1.7, 1.5, 1.2], [0.4, -0.2, 0.0], [3.9, -3.2, -0.5], [0.5, -2.2, 1.0], [0.6, -0.1, 0.2], [-0.1, -2.2, 0.6], [0.3, 0.9, -0.7], [0.1, -0.8, -1.1], [-1.6, 0.9, 0.8], [1.9, 1.5, 0.5], [-1.9, -0.3, 0.0], [0.8, -1.3, -0.2], [-0.9, 1.2, -1.0], [-2.0, 0.6, -0.6], [-0.4, 0.0, 0.3], [-0.9, 3.1, -0.4], [-0.6, 0.2, 0.3], [0.2, 0.5, 0.5], [0.1, 0.2, 0.7], [0.2, 0.3, 0.7], [1.8, -0.3, 0.2], [0.8, -0.9, 0.1], [0.5, -0.9, -1.5], [0.1, 0.1, 0.1], [-0.6, 0.7, -0.2], [-1.0, -0.2, -0.6], [-0.3, 0.3, 0.3], [1.2, 1.6, -0.8], [-1.0, 0.0, -0.8], [-2.1, 2.4, 0.1], [0.3, -0.4, -0.8], [-0.3, -0.2, -0.6], [-0.7, 0.7, -0.5], [-0.4, -0.3, 1.0], [0.1, 0.4, -0.7], [-0.6, 0.7, -0.7], [2.2, -0.5, -0.3]],
  "homo_energy_ev": [-5.87, -5.31],
  "max_force_ev_per_a": 5.07,
  "total_energy_ha": -3838.61141,
  "homo_lumo_gap_ev": [3.3, 2.8],
  "lumo_energy_ev": [-2.6, -2.5],
  "e_above_lowest_kcal_mol": 72.50,
  "charge": 1
}


(2)
{
  "formula": "C47H54InN5O4P2SSeSi2",
  "method": "the ωB97M-V functional and the def2-TZVPD basis",
  "species": ["H", "C", "In", "H", "C", "H", "H", "H", "H", "H", "H", "H", "H", "C", "C", "H", "C", "N", "H", "H", "Si", "H", "H", "C", "C", "N", "H", "C", "Si", "C", "C", "H", "H", "C", "H", "Se", "H", "H", "C", "C", "H", "H", "H", "C", "C", "N", "H", "C", "C", "S", "H", "O", "C", "C", "N", "H", "C", "H", "C", "C", "H", "H", "H", "P", "O", "H", "C", "H", "C", "H", "C", "H", "H", "H", "H", "N", "C", "H", "H", "H", "O", "H", "C", "P", "H", "H", "C", "H", "H", "H", "C", "C", "C", "C", "C", "O", "C", "C", "H", "C", "H", "H", "C", "C", "C", "C", "C", "C", "C", "H", "H", "C", "C", "C", "C", "H", "H"],
  "positions_angstrom": [[5.014, -0.172, 1.368], [1.303, 2.400, -5.146], [-0.197, 0.082, 1.135], [-4.693, -1.200, -5.339], [-2.898, 0.309, 5.248], [3.974, -2.583, 0.974], [3.924, -2.361, 4.329], [5.255, -0.198, 3.111], [-3.577, -2.156, -7.328], [-2.911, -0.782, 5.278], [-1.607, 1.176, -2.258], [3.174, 0.929, 4.363], [1.066, 3.352, 2.463], [-1.864, 6.801, 3.579], [1.302, -3.408, -1.884], [-1.533, -6.961, -2.976], [-1.440, 4.558, 0.549], [-0.408, 1.375, -0.559], [-4.695, 2.542, 3.752], [-0.192, -0.518, -4.359], [2.888, -0.924, 2.506], [-4.268, 0.051, 1.574], [2.691, -2.287, -4.053], [-3.066, -2.139, -6.373], [1.248, 0.473, -3.130], [-1.153, 0.936, 2.910], [-2.039, 0.634, 5.831], [-1.772, -2.631, -6.265], [-2.797, 0.899, 3.420], [-0.149, 1.358, 3.763], [0.603, 2.617, 5.726], [2.627, 1.756, -2.105], [-3.466, -1.266, 2.407], [-1.627, -3.751, -1.887], [-3.159, 3.414, 3.756], [-1.065, -4.155, 2.796], [0.362, 3.279, 6.552], [1.329, 3.147, -5.930], [-1.742, -2.079, -3.917], [2.050, 1.608, -3.006], [2.241, -2.800, 4.021], [5.032, -2.488, -4.818], [-0.724, -4.731, -3.580], [-0.380, 2.252, 4.812], [-3.705, 2.592, 3.291], [1.475, 0.047, 2.510], [-3.508, -1.114, -3.171], [-0.275, 4.936, 3.030], [-2.681, 0.391, -0.595], [0.412, 2.701, -0.279], [-2.722, -3.063, -0.190], [1.692, 2.299, 0.264], [-3.692, -1.602, -5.257], [2.160, 1.287, 4.490], [-0.138, -2.120, 0.932], [0.173, 5.074, 4.006], [2.959, -2.214, 1.127], [-3.802, 0.666, 5.745], [-1.793, -6.110, -2.357], [3.485, -1.790, -3.509], [-0.153, 1.173, -6.133], [2.666, 2.356, 6.281], [2.373, -3.257, -1.762], [1.432, -0.764, -1.771], [0.460, 3.564, -1.444], [-2.170, 2.408, -1.109], [-1.326, -4.851, -2.690], [-0.089, -2.947, -4.971], [4.798, -1.901, -3.938], [-4.862, -0.474, 3.159], [0.477, 1.295, -5.260], [-1.275, -3.039, -7.138], [6.842, -1.341, -3.583], [-2.936, -7.276, -0.967], [1.155, -4.274, -2.528], [0.692, -2.211, -2.506], [5.815, -1.256, -3.247], [-1.062, 7.501, 3.826], [-2.779, 6.134, 1.104], [3.959, 0.143, -0.780], [-2.231, -0.401, 0.287], [-2.681, 7.361, 3.123], [-2.590, -6.284, -1.233], [-1.040, -2.017, -2.201], [6.300, 0.002, -1.582], [0.881, -3.635, -0.902], [1.880, 2.113, 5.573], [2.313, -3.061, 1.347], [2.714, 3.430, -3.900], [-2.223, 6.362, 4.512], [1.187, 0.884, 3.570], [-0.366, 3.770, 0.940], [4.200, -0.418, -1.677], [0.222, 3.963, 2.178], [-2.467, -3.927, -0.792], [-3.827, 0.389, -1.057], [-2.946, -5.188, -0.468], [-1.114, -2.599, -5.046], [-3.578, -5.316, 0.400], [-3.966, -0.309, 2.556], [-1.866, 4.426, -0.435], [2.604, -1.371, 4.974], [-1.934, 5.525, 1.406], [3.174, -1.054, -2.369], [-1.355, 5.728, 2.654], [-0.542, -2.906, 1.704], [4.539, 0.051, 2.324], [5.511, -0.508, -2.120], [2.930, -1.960, 4.116], [-1.373, 2.669, 4.919], [-3.845, 2.855, 2.241], [2.084, 2.556, -4.011], [-3.034, -1.567, -4.037], [-1.700, 1.427, -1.193], [0.454, 0.334, -4.258], [2.604, -1.768, 0.205], [4.356, 1.125, 2.358]],
  "atomic_forces_ev_per_a": [[0.0, -0.1, -0.1], [0.0, 0.0, -0.1], [-0.6, -0.5, 0.8], [0.0, 0.0, 0.0], [0.2, 0.2, -0.3], [0.1, 0.1, 0.0], [0.1, 0.0, 0.0], [0.0, 0.0, 0.1], [0.0, 0.0, 0.0], [0.0, -0.1, -0.1], [-0.1, 0.1, 0.0], [0.0, 0.0, 0.0], [0.1, 0.0, 0.0], [0.0, -0.1, 0.0], [0.0, -0.2, 0.0], [0.0, 0.0, 0.0], [-0.1, 0.0, -0.1], [0.6, 0.5, 0.8], [0.0, -0.1, 0.0], [0.1, 0.0, -0.1], [0.5, -0.7, 0.4], [-0.1, -0.1, -0.1], [-0.1, 0.0, 0.0], [0.0, 0.0, 0.0], [-0.1, 0.2, 0.1], [0.1, -0.3, -0.6], [0.0, 0.0, 0.1], [0.0, 0.0, -0.1], [-0.9, -0.1, 0.6], [-0.2, 0.1, 0.3], [0.0, 0.0, 0.1], [0.1, 0.1, 0.0], [0.0, -0.1, 0.0], [0.0, 0.2, 0.3], [0.1, 0.0, 0.0], [-0.4, -0.8, 0.8], [0.0, 0.0, 0.0], [0.0, 0.0, 0.0], [-0.1, 0.2, 0.0], [-0.2, 0.0, -0.1], [-0.1, 0.0, -0.1], [0.0, 0.0, 0.0], [0.0, 0.0, 0.0], [0.1, -0.1, 0.0], [0.4, -0.3, 0.0], [-0.3, -0.2, -0.7], [0.0, 0.0, 0.1], [-0.1, 0.1, -0.1], [-0.2, 0.2, -0.3], [0.3, 0.9, -0.9], [0.0, 0.0, 0.1], [-0.1, -0.2, 0.4], [-0.1, 0.0, -0.1], [0.0, 0.0, 0.0], [-0.2, -0.2, 0.2], [0.1, 0.0, 0.0], [-0.3, 0.2, 0.2], [-0.1, 0.1, 0.0], [0.1, 0.0, -0.1], [0.1, 0.0, 0.0], [0.0, 0.0, 0.0], [0.0, 0.0, 0.0], [0.0, 0.0, 0.0], [0.6, -0.3, -1.2], [-0.3, -0.1, 0.0], [-0.1, -0.1, -0.1], [0.0, -0.1, 0.1], [0.0, 0.0, 0.0], [0.0, 0.0, -0.1], [0.0, 0.1, 0.2], [0.0, 0.0, -0.1], [0.0, 0.0, 0.0], [0.0, 0.0, 0.0], [0.0, 0.0, 0.0], [0.1, 0.0, 0.0], [-0.2, 0.4, 0.7], [0.0, 0.0, 0.0], [0.0, 0.0, 0.0], [0.0, 0.0, 0.0], [0.0, 0.0, 0.0], [0.3, 0.2, 0.2], [0.0, 0.0, 0.0], [-0.1, 0.0, 0.0], [-0.1, -0.7, -0.9], [0.0, 0.0, 0.1], [0.0, 0.0, 0.0], [0.1, 0.1, 0.0], [-0.1, 0.0, 0.0], [0.0, 0.0, 0.0], [0.0, 0.0, 0.0], [0.2, 0.1, 0.2], [0.2, -0.1, -0.2], [-0.1, -0.1, 0.0], [0.1, -0.1, 0.0], [0.1, 0.1, 0.0], [0.1, 0.0, -0.1], [-0.1, -0.1, 0.0], [0.0, 0.0, 0.0], [0.0, 0.0, 0.1], [0.4, 0.2, -0.2], [0.0, 0.1, 0.0], [0.0, 0.0, 0.1], [0.0, -0.1, 0.0], [0.1, -0.1, 0.3], [0.1, 0.1, 0.0], [0.6, 0.7, -0.9], [-0.4, 0.0, 0.1], [0.1, 0.0, 0.0], [0.0, 0.3, -0.2], [0.0, 0.0, 0.0], [0.0, 0.0, -0.1], [0.1, 0.0, 0.0], [0.1, 0.0, 0.0], [-0.4, -0.2, 0.0], [0.0, 0.0, 0.1], [0.1, -0.1, -0.2], [0.0, 0.1, 0.0]],
  "homo_energy_ev": -1.80,
  "max_force_ev_per_a": 1.36,
  "total_energy_ha": -6649.85883,
  "homo_lumo_gap_ev": 5.9,
  "lumo_energy_ev": 4.1,
  "e_above_lowest_kcal_mol": 6.92,
  "charge": -2
}